No. 1
{"formula": "C5H7N3", "method": "the ωB97M-V functional and the def2-TZVPD basis", "species": ["C", "C", "C", "C", "C", "H", "H", "H", "H", "H", "H", "H", "N", "N", "N"], "positions_angstrom": [[-1.1935, -0.9008, -0.1433], [0.0490, -0.1365, 0.2197], [0.6728, 1.0409, 0.1250], [2.1025, 0.9988, -0.1089], [2.4901, -0.3184, -0.1719], [-2.1985, 0.5799, 1.4959], [-3.6662, 1.1073, -0.2172], [-1.3049, -2.0923, -0.1796], [0.1043, 1.8494, -0.1431], [2.7754, 1.7476, -0.7418], [3.5112, -0.9397, -0.3656], [1.5739, -1.9964, -0.0474], [-2.4199, 0.8502, 0.0727], [-2.4659, -0.4909, -0.3494], [1.2400, -0.9820, 0.3731]], "nbo_charge": [0.008, 0.040, -0.219, -0.311, -0.039, 0.324, 0.367, 0.221, 0.230, 0.231, 0.243, 0.408, -0.656, -0.261, -0.586], "gap_ev": 8.0, "e_lumo_ev": -0.33, "e_homo_ev": -8.4, "e_above_lowest_kcal_mol": 206.5}


No. 2
{"formula": "H4N3P", "method": "the ωB97M-V functional and the def2-TZVPD basis", "species": ["N", "N", "N", "P", "H", "H", "H", "H"], "positions_angstrom": [[-0.3737, -1.4491, 0.1322], [1.4291, -0.1293, 0.0450], [0.1941, -0.3444, -0.0692], [-0.6357, 1.1287, -0.6819], [-1.3826, -1.4210, -0.0328], [1.9322, -0.9756, 0.3115], [0.3248, 1.9665, -0.1333], [-1.4882, 1.2242, 0.4285]], "nbo_charge": [-0.538, -0.528, -0.043, 0.487, 0.321, 0.332, 0.004, -0.035], "gap_ev": 9.7, "e_lumo_ev": 0.69, "e_homo_ev": -9.1, "e_above_lowest_kcal_mol": 33.7}


No. 3
{"formula": "C4H16NO4", "method": "the ωB97M-V functional and the def2-TZVPD basis", "species": ["C", "C", "C", "C", "O", "N", "H", "H", "H", "H", "H", "H", "H", "H", "H", "H", "H", "H", "O", "H", "H", "O", "H", "H", "O"], "positions_angstrom": [[2.0325, 0.2683, 0.0010], [1.8445, 0.0262, -1.5172], [1.4573, -1.3953, -1.9352], [0.0842, -1.8162, -1.5002], [-0.7463, -1.0167, -1.1271], [0.7291, 0.5334, 0.6683], [2.5267, -0.5929, 0.4416], [2.6269, 1.1654, 0.0368], [1.0797, 0.6871, -1.9203], [2.8019, 0.3088, -1.9455], [1.7056, -1.4549, -2.9972], [2.1271, -2.1435, -1.4935], [-0.0833, -2.8828, -1.3164], [0.1689, 1.1962, 0.0735], [0.8888, 1.0158, 1.5540], [0.1197, -0.2451, 0.8920], [-2.2958, 0.1570, 0.3071], [-3.3927, -0.8253, 0.5485], [-3.0662, 0.0203, 0.8805], [-0.9172, 0.8353, 3.5145], [-0.4561, -0.6226, 3.3258], [-0.1449, 0.2891, 3.3315], [-1.7241, 2.5805, 0.6230], [-1.5546, 2.3976, -0.9303], [-1.1010, 2.3531, -0.0748]], "nbo_charge": [-0.228, -0.406, -0.539, 0.464, -0.588, -0.703, 0.224, 0.233, 0.221, 0.242, 0.276, 0.234, 0.145, 0.474, 0.454, 0.441, 0.465, 0.482, -0.946, 0.493, 0.487, -0.971, 0.510, 0.509, -0.973], "gap_ev": 11.2, "e_lumo_ev": -2.93, "charge": 1, "e_homo_ev": -14.2, "e_above_lowest_kcal_mol": 17.4}


No. 4
{"formula": "C2H2ClF", "method": "the ωB97M-V functional and the def2-TZVPD basis", "species": ["C", "C", "F", "Cl", "H", "H"], "positions_angstrom": [[0.5416, -0.5442, -0.0348], [-0.3093, 0.4258, 0.0359], [0.0957, 1.7069, -0.0220], [-2.0602, 0.3629, -0.0097], [1.5888, -0.3894, 0.0735], [0.1434, -1.5620, -0.0429]], "nbo_charge": [-0.508, 0.367, -0.322, 0.000, 0.234, 0.229], "gap_ev": 11.1, "e_lumo_ev": 0.92, "smiles": "C=C(F)Cl", "e_homo_ev": -10.2, "e_above_lowest_kcal_mol": 2.4}


no.,molecular weight (Da)
1,109.1
2,77.0
3,142.2
4,80.5